Record 1
{"formula": "C9H14N2S2", "method": "ωB97M-V/def2-TZVPD", "homo_lumo_gap_ev": [3.786, 4.415], "e_homo_ev": [-3.27, -8.33], "spin_multiplicity": 3, "e_above_lowest_kj_mol": 251.55, "symbols": ["C", "C", "C", "C", "C", "C", "C", "C", "C", "N", "N", "S", "S", "H", "H", "H", "H", "H", "H", "H", "H", "H", "H", "H", "H", "H", "H"], "positions_angstrom": [[3.471, 1.127, 0.173], [2.115, 1.182, 0.129], [2.994, -0.129, -1.392], [-1.684, 2.064, 0.024], [-2.796, 1.312, -0.673], [-0.551, -0.240, -0.270], [0.642, -1.710, 1.572], [-0.228, -1.707, 0.296], [0.518, 0.201, -1.420], [4.013, 0.299, -0.716], [1.821, 0.276, -0.923], [-0.750, 0.913, 1.140], [-2.130, -0.304, -1.222], [4.075, 1.556, 0.990], [1.446, 1.746, 0.712], [3.051, -0.856, -2.277], [-1.086, 2.677, -0.708], [-2.126, 2.773, 0.699], [-3.450, 0.885, 0.022], [-3.194, 1.786, -1.634], [0.660, -2.781, 1.891], [0.427, -0.902, 2.396], [1.554, -1.295, 1.234], [-1.190, -2.342, 0.305], [0.386, -2.064, -0.598], [0.073, 1.173, -1.634], [0.531, -0.557, -2.260]]}

***

Record 2
{"formula": "C38H103N5O11", "method": "ωB97M-V/def2-TZVPD", "homo_lumo_gap_ev": [1.266, 8.532], "charge": -1, "e_homo_ev": [0.58, -6.74], "spin_multiplicity": 2, "e_above_lowest_kj_mol": 0.00, "symbols": ["C", "C", "C", "O", "H", "H", "H", "H", "H", "H", "H", "H", "C", "C", "C", "O", "H", "H", "H", "H", "H", "H", "H", "H", "C", "C", "C", "O", "H", "H", "H", "H", "H", "H", "H", "H", "C", "C", "C", "O", "H", "H", "H", "H", "H", "H", "H", "H", "C", "C", "C", "O", "H", "H", "H", "H", "H", "H", "H", "H", "C", "C", "C", "O", "H", "H", "H", "H", "H", "H", "H", "H", "C", "C", "C", "O", "C", "N", "H", "H", "H", "H", "H", "H", "H", "H", "H", "H", "H", "C", "C", "C", "O", "C", "N", "H", "H", "H", "H", "H", "H", "H", "H", "H", "H", "H", "C", "C", "C", "O", "C", "N", "H", "H", "H", "H", "H", "H", "H", "H", "H", "H", "H", "C", "C", "C", "O", "C", "N", "H", "H", "H", "H", "H", "H", "H", "H", "H", "H", "H", "C", "C", "C", "O", "C", "N", "H", "H", "H", "H", "H", "H", "H", "H", "H", "H", "H"], "positions_angstrom": [[5.804, 11.144, -8.638], [6.979, 10.322, -8.052], [6.993, 9.005, -8.728], [8.189, 11.026, -8.182], [5.785, 12.095, -8.105], [4.806, 10.735, -8.478], [5.969, 11.286, -9.706], [6.881, 10.072, -6.995], [6.158, 8.377, -8.417], [7.850, 8.346, -8.586], [6.894, 9.119, -9.808], [8.117, 11.983, -8.212], [3.278, 10.752, -11.260], [3.947, 11.087, -12.593], [5.411, 11.446, -12.454], [3.744, 9.934, -13.442], [2.218, 10.516, -11.359], [3.462, 11.578, -10.573], [3.820, 9.891, -10.870], [3.406, 11.948, -12.985], [5.567, 12.260, -11.746], [5.912, 11.751, -13.373], [5.855, 10.544, -12.032], [2.992, 10.090, -14.018], [5.412, 14.624, -8.853], [6.852, 15.159, -9.048], [7.373, 16.166, -8.040], [7.681, 14.078, -8.950], [5.080, 14.090, -9.743], [4.778, 15.510, -8.829], [5.195, 14.151, -7.895], [7.054, 15.597, -10.025], [8.451, 16.294, -8.137], [7.025, 15.952, -7.030], [6.987, 17.144, -8.326], [8.539, 14.306, -9.315], [4.822, 9.877, -4.707], [4.521, 8.470, -5.151], [5.707, 7.521, -4.958], [3.355, 8.013, -4.510], [4.044, 10.612, -4.915], [5.683, 10.345, -5.185], [5.070, 10.067, -3.663], [4.263, 8.590, -6.203], [5.467, 6.530, -5.344], [5.890, 7.395, -3.891], [6.622, 7.963, -5.352], [3.081, 7.212, -4.963], [2.836, 3.918, -7.786], [3.629, 5.045, -7.078], [4.035, 6.182, -8.035], [2.914, 5.495, -5.921], [2.523, 3.132, -7.098], [3.469, 3.386, -8.495], [1.942, 4.245, -8.317], [4.520, 4.569, -6.671], [4.892, 6.698, -7.602], [3.248, 6.876, -8.333], [4.392, 5.827, -9.002], [2.721, 4.765, -5.329], [6.734, 15.556, -3.944], [5.561, 14.763, -4.555], [5.891, 13.347, -5.038], [4.547, 14.658, -3.616], [7.561, 15.675, -4.645], [7.161, 15.011, -3.102], [6.370, 16.526, -3.606], [5.193, 15.351, -5.396], [6.139, 12.751, -4.160], [6.638, 13.383, -5.831], [5.055, 12.811, -5.487], [3.767, 14.322, -4.063], [2.104, 14.367, -7.083], [1.522, 13.445, -5.993], [1.962, 11.981, -6.298], [1.447, 11.407, -7.513], [1.999, 10.131, -7.868], [2.054, 13.844, -4.649], [1.983, 13.945, -8.080], [3.179, 14.523, -6.985], [1.581, 15.320, -7.015], [0.436, 13.532, -6.007], [1.704, 11.322, -5.469], [3.048, 12.010, -6.386], [1.605, 9.333, -7.239], [3.075, 10.105, -7.700], [1.754, 9.974, -8.919], [1.692, 14.772, -4.481], [1.541, 13.410, -3.895], [10.003, 14.043, -2.042], [11.162, 14.361, -2.922], [10.805, 14.597, -4.416], [10.085, 13.444, -4.980], [9.724, 13.672, -6.284], [11.777, 15.552, -2.367], [9.173, 14.743, -2.134], [10.322, 13.969, -1.002], [9.555, 13.084, -2.300], [11.804, 13.496, -2.754], [11.649, 14.829, -5.065], [10.229, 15.514, -4.543], [9.165, 14.607, -6.256], [9.090, 12.856, -6.631], [10.566, 13.726, -6.975], [12.762, 15.333, -2.331], [11.627, 15.674, -1.376], [13.123, 6.789, -12.768], [11.836, 7.636, -12.810], [11.722, 8.726, -11.730], [11.185, 8.158, -10.573], [10.966, 9.137, -9.488], [11.669, 8.115, -14.170], [13.228, 6.386, -11.761], [14.034, 7.363, -12.936], [13.113, 6.011, -13.531], [11.063, 6.899, -12.592], [11.074, 9.533, -12.070], [12.685, 9.176, -11.489], [10.476, 8.670, -8.634], [10.327, 9.940, -9.854], [11.877, 9.641, -9.165], [10.700, 8.388, -14.260], [11.705, 7.321, -14.793], [7.416, 4.013, -7.602], [6.960, 3.731, -9.050], [7.887, 4.307, -10.142], [7.970, 5.747, -9.871], [8.798, 6.429, -10.757], [6.679, 2.331, -9.095], [8.460, 3.719, -7.498], [6.770, 3.530, -6.868], [7.386, 5.096, -7.481], [6.026, 4.278, -9.176], [7.432, 4.089, -11.109], [8.869, 3.836, -10.101], [8.473, 6.239, -11.780], [9.816, 6.044, -10.813], [8.868, 7.501, -10.571], [6.121, 2.225, -8.260], [5.990, 2.094, -9.794], [8.757, 10.048, -4.015], [10.013, 9.536, -4.746], [9.789, 8.078, -5.149], [9.516, 7.217, -4.020], [9.082, 5.950, -4.389], [10.214, 10.382, -5.936], [8.951, 11.079, -3.721], [8.568, 9.498, -3.093], [7.903, 10.029, -4.693], [10.929, 9.610, -4.159], [10.744, 7.751, -5.561], [9.034, 8.049, -5.936], [9.610, 5.430, -5.189], [8.051, 6.011, -4.737], [9.081, 5.291, -3.521], [10.172, 11.354, -5.667], [9.463, 10.270, -6.602]]}

***

Record 3
{"formula": "C2H5I2N", "method": "ωB97M-V/def2-TZVPD", "homo_lumo_gap_ev": 8.696, "e_homo_ev": -8.93, "spin_multiplicity": 1, "e_above_lowest_kj_mol": 0.00, "symbols": ["C", "C", "N", "I", "I", "H", "H", "H", "H", "H"], "positions_angstrom": [[0.806, 0.497, 0.915], [-0.986, -0.137, -0.533], [0.287, -0.493, -0.006], [-1.962, -1.871, -1.376], [1.649, -1.038, -1.476], [1.769, 0.156, 1.289], [0.925, 1.494, 0.472], [0.114, 0.571, 1.757], [-0.979, 0.619, -1.325], [-1.623, 0.204, 0.284]]}